A molecular structure, C18H22Cu2N3O at a distorted geometry. Source: the Open Molecules 2025 dataset; level of theory: wB97M-V/def2-TZVPD.

CARTESIAN COORDINATES (ANGSTROEM)
Cu (-1.52, -1.43, 1.56)
Cu (-0.20, -3.44, -0.48)
O (-0.18, -1.27, -0.06)
N (0.38, -0.51, 3.12)
N (2.35, 0.00, 0.33)
N (-1.69, -2.42, -2.16)
C (-0.62, -1.15, 3.82)
C (-1.47, 0.68, 2.79)
C (4.47, 0.24, 0.88)
C (0.27, 4.21, -0.44)
C (-0.14, 0.58, 2.46)
C (-1.05, -3.35, -2.96)
C (0.70, 3.88, -1.72)
C (-3.00, -2.78, -2.01)
C (-1.77, -0.37, 3.72)
C (3.84, 1.52, 0.90)
C (0.25, 2.73, -2.34)
C (3.53, -0.66, 0.50)
C (-0.60, 1.89, -1.65)
C (2.57, 1.34, 0.48)
C (-0.65, 3.40, 0.22)
C (-3.20, -3.95, -2.70)
C (-1.98, -4.29, -3.34)
C (-1.06, 2.21, -0.37)
H (-4.13, -4.50, -2.72)
H (1.32, -0.88, 3.03)
H (-1.82, 1.57, 0.07)
H (3.60, -1.73, 0.35)
H (4.36, 2.45, 1.05)
H (-0.98, 3.70, 1.20)
H (-0.56, -0.40, -0.25)
H (-0.40, -2.03, 4.39)
H (-0.86, 0.92, -2.07)
H (0.54, 2.50, -3.35)
H (0.63, 5.09, 0.08)
H (1.43, -0.40, 0.19)
H (-2.10, 1.50, 2.47)
H (-2.71, -0.62, 4.20)
H (-1.77, -5.16, -3.94)
H (5.50, 0.04, 1.09)
H (-0.01, -3.24, -3.22)
H (1.80, 2.09, 0.33)
H (-3.71, -2.15, -1.50)
H (0.55, 1.26, 1.98)
H (-1.26, -1.63, -1.70)
H (1.35, 4.56, -2.26)

Output
ΔE to the lowest compared entry with this formula, charge and spin   0.000 eV
Gap between HOMO and LUMO   5.80 eV
HOMO   -10.6085 eV
LUMO level   -4.809 eV
Strongest force on any atom   1.792 eV Å⁻¹
Charge   +1